Record 1
{"formula": "C5H9NO", "method": "ωB97M-V/def2-TZVPD", "symbols": ["C", "C", "C", "N", "C", "C", "O", "H", "H", "H", "H", "H", "H", "H", "H", "H"], "coordinates": [[-1.47712, 0.29838, -0.27974], [-0.04512, -0.24188, -0.15840], [0.10355, -1.63504, -0.76224], [0.97605, 0.76714, -0.55161], [1.16068, 1.24808, 0.83020], [0.47946, -0.04562, 1.27405], [0.42843, -0.68831, 2.28375], [-2.22637, -0.47948, -0.10342], [-1.61937, 0.68247, -1.29716], [-1.66848, 1.11922, 0.42142], [-0.62588, -1.82284, -1.55797], [-0.05380, -2.38285, 0.02239], [1.10727, -1.76331, -1.17300], [0.65787, 1.46368, -1.21729], [2.19920, 1.40058, 1.13784], [0.55985, 2.12371, 1.12278]], "nbo_charge": [-0.6163, -0.0037, -0.6212, -0.6122, -0.3460, 0.6164, -0.5077, 0.2246, 0.2116, 0.2110, 0.2091, 0.2289, 0.2303, 0.3604, 0.2156, 0.1993], "total_energy_ha": -325.8772, "homo_ev": -9.5, "gap_ev": 10.411, "de_lowest_kcal_mol": 37.9, "e_lumo_ev": 0.927, "smiles": "CC1(C)NCC1=O"}

---

Record 2
{"formula": "C35H105N7O14", "method": "ωB97M-V/def2-TZVPD", "symbols": ["C", "C", "C", "O", "C", "N", "H", "H", "H", "H", "H", "H", "H", "H", "H", "H", "H", "C", "C", "C", "O", "C", "N", "H", "H", "H", "H", "H", "H", "H", "H", "H", "H", "H", "C", "C", "C", "O", "C", "N", "H", "H", "H", "H", "H", "H", "H", "H", "H", "H", "H", "C", "C", "C", "O", "C", "N", "H", "H", "H", "H", "H", "H", "H", "H", "H", "H", "H", "C", "C", "C", "O", "C", "N", "H", "H", "H", "H", "H", "H", "H", "H", "H", "H", "H", "C", "C", "C", "O", "C", "N", "H", "H", "H", "H", "H", "H", "H", "H", "H", "H", "H", "C", "C", "C", "O", "C", "N", "H", "H", "H", "H", "H", "H", "H", "H", "H", "H", "H", "C", "O", "H", "H", "H", "H", "C", "O", "H", "H", "H", "H", "C", "O", "H", "H", "H", "H", "C", "O", "H", "H", "H", "H", "C", "O", "H", "H", "H", "H", "C", "O", "H", "H", "H", "H", "C", "O", "H", "H", "H", "H"], "coordinates": [[8.98009, -3.75327, -7.37254], [9.48562, -4.92269, -6.42766], [8.39309, -5.67306, -5.58572], [7.93240, -4.75006, -4.59575], [7.12010, -5.33724, -3.60470], [10.26635, -5.83355, -7.24132], [8.26765, -4.02055, -8.15298], [9.80408, -3.37016, -7.97451], [8.72187, -2.91555, -6.72474], [10.16785, -4.32783, -5.82037], [8.87521, -6.51883, -5.09547], [7.53350, -6.04167, -6.14549], [6.75894, -4.54367, -2.95055], [7.77936, -5.98694, -3.02906], [6.26277, -5.94289, -3.89842], [9.77338, -6.57900, -7.71184], [10.80129, -5.38053, -7.96844], [-2.48300, -0.39444, 0.88678], [-1.13872, 0.43245, 0.88915], [-0.01558, -0.32439, 0.10859], [1.09115, 0.55627, -0.01916], [2.36550, -0.04135, -0.20313], [-1.40618, 1.71740, 0.26317], [-2.20949, -1.44955, 0.88090], [-3.12489, -0.09283, 0.05906], [-3.01150, -0.09351, 1.79135], [-0.89815, 0.55898, 1.94471], [-0.38019, -0.73528, -0.83286], [0.25033, -1.12285, 0.80130], [2.49801, -0.83236, 0.53501], [3.06546, 0.78598, -0.08620], [2.53621, -0.55962, -1.14672], [-0.76587, 2.44210, 0.55454], [-1.30864, 1.70507, -0.74203], [-0.99337, 9.75880, -1.76402], [-2.48583, 9.40670, -1.97022], [-2.82296, 7.99514, -2.49138], [-2.36897, 7.68409, -3.79962], [-3.18270, 7.98266, -4.93218], [-3.05346, 9.60338, -0.59822], [-0.72956, 10.04592, -0.74615], [-0.67459, 10.59161, -2.39084], [-0.50769, 8.91412, -2.25262], [-2.89065, 10.10058, -2.70692], [-3.90761, 7.92016, -2.41380], [-2.49297, 7.20869, -1.81261], [-3.41795, 9.04662, -4.95917], [-4.06837, 7.35028, -4.99352], [-2.53699, 7.87370, -5.80357], [-2.76324, 8.94014, 0.10605], [-2.92656, 10.48886, -0.12926], [0.25689, 2.72153, -7.00400], [0.06327, 1.77436, -5.80243], [1.36579, 1.11587, -5.19222], [1.99636, 0.55167, -6.32718], [3.08668, -0.29253, -6.04703], [-0.71482, 2.29688, -4.67804], [0.74144, 3.64914, -6.69930], [-0.73324, 3.04643, -7.32362], [0.78210, 2.30211, -7.86212], [-0.39481, 0.89867, -6.26225], [1.14455, 0.31881, -4.48242], [1.95037, 1.76330, -4.53863], [2.86335, -1.10480, -5.35533], [3.76235, 0.40757, -5.55566], [3.54154, -0.42730, -7.02836], [-1.67598, 1.98817, -4.64674], [-0.76749, 3.28970, -4.85591], [-2.35874, -3.87718, 6.74058], [-2.66969, -5.17435, 7.53379], [-2.22407, -5.14573, 8.98103], [-0.79721, -4.88606, 8.92834], [-0.16430, -4.79598, 10.23845], [-4.08157, -5.49924, 7.54211], [-1.28856, -3.67809, 6.68432], [-2.90894, -3.18070, 7.37327], [-2.89713, -3.81390, 5.79493], [-2.25806, -6.02285, 6.98724], [-2.38563, -6.07682, 9.52424], [-2.61737, -4.30034, 9.54557], [-0.37389, -3.77915, 10.57046], [0.90610, -4.84260, 10.03803], [-0.38822, -5.55163, 10.99143], [-4.32367, -6.09164, 8.32350], [-4.50884, -4.63109, 7.83167], [-8.40353, 2.90089, 1.02216], [-7.85299, 4.13754, 0.46983], [-7.43760, 5.26276, 1.38249], [-8.65164, 5.78227, 1.95869], [-8.68686, 6.69970, 3.03038], [-6.64466, 3.82134, -0.37480], [-7.75550, 2.48215, 1.79211], [-8.68584, 2.13465, 0.30017], [-9.32276, 3.16667, 1.54415], [-8.64192, 4.50248, -0.18782], [-6.98410, 6.14214, 0.92519], [-6.72659, 4.84798, 2.09697], [-7.85375, 7.38890, 2.89247], [-8.59327, 6.11884, 3.94795], [-9.64461, 7.21562, 2.96220], [-6.36925, 4.73998, -0.69159], [-5.84256, 3.60972, 0.20134], [0.35998, -7.26586, -0.18111], [-0.77475, -7.22662, -1.15027], [-0.61820, -6.32436, -2.48522], [-1.82740, -6.11491, -3.27704], [-2.78887, -5.16758, -2.73755], [-1.05304, -8.57342, -1.59881], [1.36303, -7.26606, -0.60772], [0.17208, -8.10014, 0.49474], [0.31813, -6.28216, 0.28653], [-1.62831, -6.93922, -0.53634], [0.13295, -6.87638, -3.05018], [-0.09719, -5.38020, -2.32648], [-2.28304, -4.20520, -2.65976], [-2.90861, -5.43150, -1.68679], [-3.59482, -5.22011, -3.46952], [-1.27433, -9.29186, -0.92429], [-1.87507, -8.53299, -2.18423], [3.48930, -3.87265, 4.10219], [4.04618, -4.53695, 3.01844], [2.61341, -4.43506, 4.42562], [4.18628, -3.71077, 4.92445], [3.06599, -2.88301, 3.93030], [4.15880, -5.46414, 3.24034], [-6.61825, -0.06119, -5.07779], [-6.31834, -0.21294, -3.72488], [-6.24097, 0.91575, -5.37996], [-6.24132, -0.66679, -5.90196], [-7.69636, -0.20064, -5.15735], [-6.18084, 0.63359, -3.29349], [7.80683, -1.45108, 4.12954], [8.12359, -2.65577, 3.40701], [8.70542, -1.01835, 4.56928], [7.46092, -0.61618, 3.52014], [7.15896, -1.65259, 4.98263], [7.32182, -2.87820, 2.92816], [-0.29637, 0.74334, 8.55994], [-1.44678, 1.18911, 9.16833], [-0.33982, 0.45292, 7.51024], [0.51071, 1.46856, 8.66387], [0.13424, -0.05281, 9.16726], [-1.66011, 2.07538, 8.86734], [-3.42090, 4.17833, 6.03008], [-2.79257, 5.03774, 6.94401], [-4.26928, 3.68821, 6.50771], [-3.96477, 4.77422, 5.29713], [-2.63310, 3.53637, 5.63592], [-3.33612, 5.81397, 7.09769], [8.43395, -0.89626, -1.34625], [8.24419, -0.91179, -2.74050], [9.42629, -1.31124, -1.16974], [8.33413, 0.11767, -0.95886], [7.67906, -1.47681, -0.81595], [7.97106, -1.82041, -2.88685], [2.59495, 5.43771, -0.00812], [2.20879, 4.68326, 1.18286], [3.58563, 5.25266, -0.42333], [1.84347, 5.20917, -0.76386], [2.66155, 6.52156, 0.08656], [2.07218, 3.78277, 0.87942]], "lowdin_charge": [-0.0681, -0.3887, -0.1695, -0.2051, -0.1200, 0.0102, 0.0697, 0.0588, 0.0668, 0.1270, 0.1167, 0.1247, 0.0812, 0.0853, 0.0855, 0.0672, 0.0628, -0.0575, -0.4050, -0.2023, -0.2078, -0.0991, 0.0273, 0.0654, 0.0679, 0.0662, 0.1314, 0.1265, 0.1133, 0.0779, 0.0872, 0.0801, 0.0589, 0.0711, -0.0640, -0.3811, -0.2099, -0.1953, -0.0928, -0.0005, 0.0695, 0.0641, 0.0685, 0.1253, 0.1150, 0.1242, 0.0798, 0.0870, 0.0860, 0.0629, 0.0615, -0.0594, -0.4080, -0.1987, -0.2238, -0.1019, 0.0357, 0.0730, 0.0713, 0.0750, 0.1280, 0.1078, 0.1155, 0.0885, 0.0816, 0.0949, 0.0662, 0.0583, -0.0344, -0.4590, -0.1961, -0.2224, -0.0871, 0.0240, 0.0766, 0.0721, 0.0766, 0.1328, 0.1219, 0.1255, 0.0814, 0.0800, 0.0820, 0.0640, 0.0621, -0.0791, -0.4528, -0.1890, -0.2188, -0.0983, 0.0363, 0.0835, 0.0868, 0.0811, 0.1408, 0.1242, 0.1246, 0.0819, 0.0836, 0.0881, 0.0491, 0.0597, -0.0791, -0.4521, -0.1446, -0.2225, -0.0701, 0.0139, 0.0783, 0.0814, 0.0771, 0.1147, 0.1154, 0.1088, 0.0754, 0.0725, 0.0950, 0.0689, 0.0671, -0.1954, -0.1108, 0.0773, 0.0743, 0.0751, 0.0811, -0.1907, -0.1135, 0.0761, 0.0721, 0.0752, 0.0780, -0.1598, -0.1201, 0.0720, 0.0726, 0.0707, 0.0623, -0.2077, -0.0994, 0.0761, 0.0744, 0.0769, 0.0780, -0.1736, -0.1288, 0.0721, 0.0719, 0.0858, 0.0739, -0.1764, -0.1172, 0.0792, 0.0774, 0.0724, 0.0604, -0.1412, -0.1266, 0.0672, 0.0720, 0.0716, 0.0532], "total_energy_ha": -2832.6497, "homo_ev": -8.9, "gap_ev": 8.909, "de_lowest_kcal_mol": 187.6, "e_lumo_ev": 0.051}

---

Record 3
{"formula": "C2H3N3", "method": "ωB97M-V/def2-TZVPD", "symbols": ["C", "C", "H", "H", "H", "N", "N", "N"], "coordinates": [[-1.03064, 0.23701, 0.65542], [0.62413, -0.74880, -0.13680], [-1.90922, 0.36473, 1.24796], [1.36455, -1.47635, -0.45055], [1.24526, 0.98198, -1.24986], [-0.34812, -0.98253, 0.73821], [0.56272, 0.48499, -0.66289], [-0.50867, 1.13896, -0.14151]], "nbo_charge": [0.1242, 0.1725, 0.2008, 0.2039, 0.4219, -0.4718, -0.3697, -0.2819], "total_energy_ha": -242.2687, "homo_ev": -10.3, "gap_ev": 11.193, "de_lowest_kcal_mol": 2.5, "e_lumo_ev": 0.916, "smiles": "c1nc[nH]n1"}

---

Record 4
{"formula": "C4H2FMgO4Rb", "method": "ωB97M-V/def2-TZVPD", "symbols": ["O", "C", "O", "O", "C", "C", "O", "C", "Rb", "H", "H", "F", "Mg"], "coordinates": [[3.53318, 0.37056, -0.18683], [4.65285, 0.07844, -0.11624], [5.77729, -0.19058, -0.03759], [-2.20877, -0.83941, 0.66857], [-2.55395, 0.38575, 0.44223], [-0.76461, -1.00623, 0.52938], [-1.52114, 1.08999, 0.03990], [-0.33944, 0.25874, -0.18019], [-6.77935, 1.59442, -1.39019], [-0.56811, -1.91140, -0.05297], [-0.35720, -1.09849, 1.54186], [-0.37172, 0.01423, -1.56318], [1.50096, 1.25399, 0.30524]], "nbo_charge": [-0.7062, 1.0910, -0.3604, -0.4592, 0.4614, -0.2132, -0.5448, 0.0281, 0.9985, 0.2525, 0.2099, -0.3767, 1.6189], "total_energy_ha": -778.0392, "homo_ev": -15.1, "total_charge": 2, "gap_ev": 6.712, "de_lowest_kcal_mol": 0.0, "e_lumo_ev": -8.405}

---

Record 5
{"formula": "C23H17Cl2N6RuS2", "method": "ωB97M-V/def2-TZVPD", "symbols": ["Ru", "N", "C", "N", "C", "N", "N", "C", "C", "C", "C", "C", "C", "N", "C", "C", "C", "C", "C", "C", "H", "H", "H", "H", "H", "H", "H", "H", "H", "H", "H", "Cl", "C", "C", "C", "C", "C", "Cl", "C", "S", "H", "H", "H", "S", "C", "C", "N", "C", "H", "H", "H"], "coordinates": [[-0.47368, 0.38973, 0.04453], [-0.52166, 0.01213, 4.36777], [-0.91782, 0.04177, 3.11578], [-0.10718, 0.22841, 2.09087], [1.26737, 0.42782, 2.33097], [2.09809, 0.64107, 1.35405], [1.47649, 0.60798, 0.13723], [2.14176, 0.70602, -0.95957], [1.34935, 0.57675, -2.18468], [1.90451, 0.62456, -3.44903], [1.07321, 0.44707, -4.55310], [-0.27710, 0.22246, -4.34947], [-0.77127, 0.18413, -3.05250], [0.01442, 0.35999, -1.99094], [1.74405, 0.38823, 3.69836], [3.09565, 0.55521, 4.02390], [3.48880, 0.50784, 5.34340], [2.54979, 0.29488, 6.35848], [1.21126, 0.12759, 6.06106], [0.82448, 0.17570, 4.72935], [-1.21102, -0.12427, 5.09710], [-1.97634, -0.08641, 2.92511], [3.21767, 0.83767, -0.95919], [2.96607, 0.79242, -3.57060], [1.48294, 0.48119, -5.55375], [-0.95454, 0.07888, -5.17956], [-1.82028, 0.00682, -2.85562], [3.81485, 0.71935, 3.23464], [4.53103, 0.63618, 5.59986], [2.87307, 0.26005, 7.38992], [0.48308, -0.03733, 6.84498], [-2.90945, 0.22673, -0.04843], [-3.41261, 1.90586, -0.00462], [-4.74266, 2.19833, -0.03458], [-5.10880, 3.55562, -0.02631], [-4.16889, 4.56971, 0.00696], [-2.81650, 4.26179, 0.03415], [-1.67096, 5.51208, 0.07884], [-2.39793, 2.89589, 0.02890], [-0.75035, 2.51062, 0.01704], [-5.49527, 1.42288, -0.07262], [-6.16074, 3.81083, -0.05130], [-4.47851, 5.60578, 0.01104], [-0.54557, -4.19547, 0.52615], [0.53584, -3.79097, -0.72572], [0.57434, -2.44926, -0.90031], [-0.24243, -1.73923, -0.04393], [-0.88425, -2.56636, 0.76322], [1.08214, -4.54600, -1.26769], [1.17831, -1.93949, -1.63152], [-1.58954, -2.23700, 1.50988]], "nbo_charge": [0.4687, -0.4649, 0.3590, -0.5354, 0.4222, -0.3090, -0.1704, 0.1199, 0.1079, -0.1706, -0.0939, -0.2009, 0.0872, -0.4135, -0.0892, -0.1461, -0.1663, -0.1113, -0.2127, 0.1447, 0.4548, 0.2262, 0.2643, 0.2675, 0.2710, 0.2716, 0.2278, 0.2569, 0.2589, 0.2597, 0.2471, 0.1783, 0.1158, -0.2657, -0.0390, -0.2287, 0.0528, 0.1702, -0.4148, 0.6850, 0.2727, 0.2711, 0.2816, 0.6498, -0.4051, -0.0447, -0.5033, -0.1635, 0.2934, 0.2303, 0.2326], "total_energy_ha": -3025.9532, "homo_ev": [-16.8, -16.8], "total_charge": 3, "gap_ev": [4.846, 4.854], "de_lowest_kcal_mol": 0.0, "e_lumo_ev": [-11.973, -11.965]}

---

Record 6
{"formula": "C3H9N2S3", "method": "ωB97M-V/def2-TZVPD", "symbols": ["C", "C", "C", "N", "N", "S", "S", "S", "H", "H", "H", "H", "H", "H", "H", "H", "H"], "coordinates": [[0.85078, -0.45875, 0.74576], [2.19653, 0.18888, 0.49390], [0.19026, 1.26168, -0.71733], [-2.83228, 1.16393, -0.25607], [0.04886, -0.18313, -0.47046], [1.79751, 1.78998, -0.32798], [-3.22695, -0.51101, -0.16720], [-1.65966, 1.84826, 0.66022], [0.93205, -1.52977, 0.93231], [0.34722, 0.02904, 1.58467], [2.75300, 0.38883, 1.40542], [2.81572, -0.39219, -0.19091], [-0.21206, 1.61156, -1.65455], [-3.44858, 1.75134, -0.80656], [0.39510, -0.74545, -1.25968], [-0.95933, -0.42124, -0.32153], [-3.84482, -0.51132, 1.02817]], "nbo_charge": [-0.2451, -0.5340, -0.2836, -0.9657, -0.5858, 0.3647, 0.1966, 0.3426, 0.2500, 0.2512, 0.2699, 0.2360, 0.2495, 0.4206, 0.4306, 0.4661, 0.1363], "total_energy_ha": -1423.4608, "homo_ev": [-12.2, -12.2], "total_charge": 1, "gap_ev": [8.033, 8.032], "de_lowest_kcal_mol": 14.9, "e_lumo_ev": [-4.144, -4.145]}